[1]
# C63H140F2N8O4S2

8 unconnected molecules or ions with the total composition C63H140F2N8O4S2 (wB97M-V/def2-TZVPD, the OMol25 dataset).

**Relative energy (zero: lowest compared OMol25 entry of this formula, charge and spin)**: 663.3 kJ/mol
**Highest occupied orbital energy**: -21.305 eV
**E_tot**: -4217.18323 a.u.
**Orbital gap**: 10.76 eV
**Charge**: +6

Positions of all 219 atoms, in Å:
N  14.879  -5.867  17.895
S  14.571  -6.574  19.145
O  15.498  -7.624  19.541
O  13.177  -6.654  19.593
F  15.066  -5.377  20.128
S  14.299  -7.107  16.858
O  13.562  -8.303  17.321
O  15.189  -7.461  15.752
F  13.156  -6.260  16.092
C  19.568  -7.461  16.108
C  18.385  -6.474  16.457
C  18.890  -5.059  16.213
N  17.885  -3.886  16.313
C  18.637  -2.609  15.818
C  19.736  -2.065  16.709
C  19.316  -1.980  18.191
C  18.487  -3.173  18.736
C  17.407  -3.762  17.809
C  16.640  -4.021  15.389
H  20.008  -7.069  15.191
H  19.196  -8.473  15.946
H  20.340  -7.416  16.876
H  18.102  -6.541  17.507
H  17.462  -6.547  15.882
H  19.084  -5.024  15.141
H  19.759  -4.710  16.772
H  19.118  -2.819  14.862
H  17.946  -1.791  15.613
H  20.636  -2.680  16.722
H  20.049  -1.111  16.286
H  20.207  -1.973  18.818
H  18.822  -1.028  18.385
H  19.112  -3.982  19.115
H  18.057  -2.852  19.685
H  17.019  -4.713  18.175
H  16.651  -2.982  17.895
H  16.049  -4.874  15.721
H  17.060  -4.236  14.407
H  15.978  -3.155  15.395
C  19.374  -7.694  19.934
C  19.469  -7.766  21.498
C  18.133  -7.402  22.074
N  17.999  -7.379  23.607
C  18.632  -8.574  24.377
C  17.865  -9.880  24.119
C  16.396  -9.748  24.431
C  15.746  -8.579  23.575
C  16.442  -7.169  23.802
C  18.693  -6.061  24.139
H  18.612  -8.423  19.660
H  20.321  -7.920  19.444
H  19.001  -6.700  19.684
H  20.219  -7.091  21.911
H  19.713  -8.807  21.708
H  17.410  -8.122  21.690
H  17.763  -6.451  21.691
H  19.664  -8.601  24.027
H  18.573  -8.366  25.445
H  18.103  -10.266  23.128
H  18.265  -10.733  24.667
H  15.893  -10.701  24.264
H  16.153  -9.598  25.483
H  15.681  -8.893  22.533
H  14.762  -8.514  24.039
H  15.988  -6.369  23.217
H  16.445  -6.889  24.856
H  18.375  -5.964  25.177
H  18.533  -5.194  23.499
H  19.716  -6.439  24.137
C  16.989  -13.473  23.688
C  15.804  -13.341  22.720
C  16.135  -12.165  21.723
N  15.830  -12.545  20.232
C  14.362  -12.858  20.056
C  13.987  -12.989  18.618
C  14.303  -11.741  17.800
C  15.843  -11.459  17.866
C  16.304  -11.324  19.374
C  16.648  -13.791  19.800
H  17.921  -13.886  23.303
H  16.661  -14.220  24.411
H  17.252  -12.592  24.273
H  14.910  -13.024  23.257
H  15.657  -14.338  22.303
H  17.179  -11.886  21.872
H  15.531  -11.271  21.876
H  13.818  -12.066  20.570
H  14.188  -13.734  20.682
H  12.919  -13.198  18.570
H  14.556  -13.832  18.227
H  13.826  -10.949  18.376
H  13.949  -11.744  16.769
H  16.021  -10.457  17.475
H  16.333  -12.211  17.247
H  15.870  -10.469  19.891
H  17.387  -11.274  19.491
H  17.727  -13.678  19.901
H  16.508  -14.044  18.750
H  16.255  -14.688  20.279
C  4.881  -8.515  22.051
C  5.911  -8.905  20.876
C  7.296  -9.309  21.452
N  8.203  -9.909  20.421
C  8.682  -8.677  19.583
C  9.923  -9.049  18.775
C  11.070  -9.668  19.578
C  10.643  -10.951  20.331
C  9.447  -10.503  21.261
C  7.638  -11.109  19.631
H  3.874  -8.269  21.714
H  5.239  -7.692  22.670
H  4.753  -9.459  22.581
H  5.965  -8.015  20.248
H  5.426  -9.682  20.285
H  7.043  -10.104  22.154
H  7.833  -8.542  22.009
H  8.985  -7.789  20.138
H  7.847  -8.426  18.929
H  10.170  -8.251  18.075
H  9.662  -9.861  18.096
H  11.464  -8.986  20.331
H  11.915  -9.690  18.889
H  11.565  -11.100  20.893
H  10.359  -11.783  19.688
H  9.708  -9.631  21.860
H  9.175  -11.335  21.910
H  7.411  -11.972  20.257
H  8.430  -11.379  18.933
H  6.791  -10.829  19.005
C  10.152  -4.726  19.465
C  11.526  -4.104  19.006
C  11.237  -2.703  18.447
N  12.539  -2.003  17.917
C  12.191  -0.656  17.381
C  11.405  -0.687  16.034
C  11.981  -1.566  14.950
C  12.229  -3.007  15.542
C  13.151  -2.928  16.810
C  13.579  -1.727  19.048
H  9.641  -4.196  20.269
H  10.328  -5.761  19.755
H  9.515  -4.882  18.594
H  11.981  -4.796  18.297
H  12.152  -4.171  19.896
H  10.943  -2.015  19.240
H  10.454  -2.658  17.691
H  11.682  -0.040  18.123
H  13.128  -0.126  17.216
H  10.428  -1.045  16.360
H  11.330  0.337  15.666
H  11.361  -1.605  14.054
H  12.936  -1.184  14.591
H  11.380  -3.580  15.915
H  12.746  -3.588  14.778
H  13.436  -3.873  17.272
H  14.065  -2.427  16.491
H  14.527  -1.385  18.635
H  13.776  -2.683  19.533
H  13.135  -1.010  19.739
C  11.781  -5.113  28.376
C  11.055  -5.027  27.001
C  12.013  -4.950  25.779
N  11.267  -4.975  24.357
C  10.503  -6.353  24.177
C  11.452  -7.564  23.976
C  12.555  -7.351  22.902
C  13.244  -6.022  23.082
C  12.280  -4.853  23.205
C  10.224  -3.880  24.240
H  11.824  -6.160  28.677
H  11.279  -4.640  29.220
H  12.808  -4.748  28.418
H  10.307  -4.234  26.973
H  10.359  -5.854  26.862
H  12.740  -5.755  25.669
H  12.430  -3.942  25.799
H  9.763  -6.400  24.976
H  9.888  -6.305  23.278
H  11.952  -7.823  24.910
H  10.892  -8.459  23.704
H  13.245  -8.194  22.910
H  11.954  -7.450  21.999
H  14.004  -5.959  23.861
H  13.788  -5.958  22.140
H  12.832  -3.951  23.469
H  11.697  -4.747  22.290
H  10.659  -2.881  24.254
H  9.370  -3.994  24.907
H  9.830  -4.012  23.232
C  14.860  -5.496  12.863
C  13.497  -5.177  12.255
C  12.391  -6.206  12.510
N  10.962  -5.935  12.066
C  11.002  -5.542  10.572
C  9.633  -5.709  9.862
C  9.005  -7.070  10.136
C  8.862  -7.273  11.695
C  10.284  -7.294  12.343
C  10.486  -4.749  12.949
H  14.893  -5.559  13.950
H  15.525  -4.669  12.611
H  15.243  -6.396  12.382
H  13.682  -5.267  11.184
H  13.160  -4.157  12.441
H  12.425  -6.537  13.548
H  12.653  -7.187  12.113
H  11.728  -6.127  10.008
H  11.339  -4.507  10.627
H  9.779  -5.529  8.797
H  8.859  -5.012  10.181
H  9.693  -7.832  9.771
H  8.041  -7.314  9.691
H  8.473  -8.285  11.808
H  8.127  -6.604  12.145
H  10.876  -8.120  11.950
H  10.276  -7.323  13.433
H  9.451  -4.564  12.661
H  11.014  -3.814  12.761
H  10.450  -5.111  13.976

***

[2]
# C63H140N8O11

8 unconnected molecules or ions with the total composition C63H140N8O11 (wB97M-V/def2-TZVPD, the OMol25 dataset).

**Relative energy (zero: lowest compared OMol25 entry of this formula, charge and spin)**: 673.0 kJ/mol
**Highest occupied orbital energy**: -8.135 eV
**SMILES string**: CC1(C)CCCC(C)(C)N1O.CC1(C)CCCC(C)(C)N1O.CC1(C)CCCC(C)(C)N1O.CC1(C)CCCC(C)(C)N1O.CC1(C)CCCC(C)(C)N1O.COCCNCCOC.COCCNCCOC.COCCNCCOC
**E_tot**: -3749.33301 a.u.
**Orbital gap**: 8.56 eV
**Charge**: 0

Positions of all 222 atoms, in Å:
C  4.904  -6.770  -4.810
C  5.503  -5.391  -5.168
C  5.705  -4.526  -3.844
C  6.879  -5.484  -5.824
C  6.930  -5.834  -7.339
C  6.141  -4.796  -8.046
C  4.648  -4.725  -7.549
C  4.067  -3.372  -8.150
C  3.729  -5.869  -8.084
N  4.678  -4.498  -6.021
O  3.398  -4.253  -5.470
H  4.990  -7.380  -5.710
H  5.427  -7.236  -3.975
H  3.823  -6.752  -4.669
H  4.730  -4.265  -3.432
H  6.036  -5.180  -3.038
H  6.230  -3.574  -3.923
H  7.435  -4.549  -5.752
H  7.407  -6.291  -5.315
H  7.956  -5.923  -7.697
H  6.490  -6.803  -7.574
H  6.081  -5.150  -9.075
H  6.502  -3.783  -7.865
H  4.492  -2.471  -7.709
H  2.982  -3.408  -8.247
H  4.381  -3.422  -9.193
H  2.700  -5.599  -8.322
H  3.805  -6.820  -7.557
H  3.928  -6.133  -9.123
H  3.260  -3.307  -5.385
C  11.609  2.679  3.351
C  12.189  3.240  4.680
C  11.085  3.885  5.571
C  12.612  1.955  5.529
C  13.837  1.939  6.410
C  14.915  2.707  5.583
C  14.593  4.168  5.159
C  14.573  5.009  6.423
C  15.722  4.689  4.206
N  13.347  4.078  4.407
O  12.881  5.383  3.956
H  10.721  2.072  3.532
H  11.252  3.446  2.664
H  12.295  2.111  2.723
H  11.427  4.201  6.557
H  10.587  4.721  5.080
H  10.210  3.279  5.805
H  11.838  1.706  6.255
H  12.526  1.071  4.897
H  13.537  2.376  7.363
H  14.099  0.886  6.518
H  15.195  2.107  4.717
H  15.789  2.719  6.234
H  15.319  4.637  7.126
H  13.684  5.038  7.053
H  14.799  6.056  6.223
H  16.675  4.236  4.478
H  15.796  5.767  4.350
H  15.594  4.521  3.137
H  13.221  5.373  3.059
C  -10.640  -3.678  9.571
C  -10.278  -2.518  8.541
C  -9.455  -1.477  9.328
C  -9.374  -3.162  7.529
C  -9.082  -2.482  6.243
C  -10.466  -2.202  5.587
C  -11.351  -1.241  6.520
C  -10.679  0.178  6.631
C  -12.824  -1.141  5.963
N  -11.500  -1.937  7.844
O  -12.402  -1.405  8.782
H  -11.366  -4.443  9.296
H  -9.685  -4.144  9.817
H  -11.005  -3.206  10.483
H  -10.048  -0.607  9.610
H  -9.059  -1.907  10.248
H  -8.570  -1.067  8.842
H  -8.379  -3.113  7.971
H  -9.458  -4.242  7.407
H  -8.476  -1.577  6.282
H  -8.497  -3.139  5.599
H  -10.839  -3.220  5.471
H  -10.282  -1.770  4.604
H  -9.610  0.360  6.518
H  -11.060  0.672  7.525
H  -10.977  0.775  5.769
H  -13.276  -2.106  5.737
H  -12.991  -0.655  5.002
H  -13.312  -0.512  6.708
H  -13.209  -1.913  8.673
C  0.039  -7.268  6.322
C  0.734  -6.938  7.602
C  2.242  -7.056  7.441
C  0.590  -5.366  7.806
C  -0.802  -4.892  8.444
C  -1.028  -5.776  9.648
C  -0.886  -7.291  9.492
C  -0.959  -7.748  11.027
C  -2.123  -7.852  8.774
N  0.439  -7.598  8.860
O  0.652  -8.890  8.860
H  0.529  -7.084  5.366
H  0.070  -8.354  6.230
H  -1.022  -7.036  6.412
H  2.817  -6.679  8.287
H  2.538  -8.102  7.362
H  2.657  -6.686  6.503
H  1.353  -4.941  8.459
H  0.826  -4.867  6.867
H  -0.827  -3.832  8.696
H  -1.712  -5.049  7.864
H  -1.902  -5.422  10.194
H  -0.253  -5.280  10.231
H  -1.837  -7.582  11.651
H  -0.055  -7.431  11.547
H  -0.694  -8.802  11.109
H  -2.713  -8.478  9.443
H  -1.778  -8.402  7.898
H  -2.728  -6.972  8.557
H  1.374  -8.928  9.491
C  -4.549  6.979  1.069
C  -4.717  6.355  -0.331
C  -3.321  6.282  -0.921
C  -5.350  4.891  -0.113
C  -5.754  4.181  -1.390
C  -6.708  5.152  -2.066
C  -6.309  6.586  -2.302
C  -5.282  6.447  -3.518
C  -7.503  7.417  -2.781
N  -5.656  7.161  -1.070
O  -5.299  8.367  -1.386
H  -3.991  6.448  1.839
H  -4.002  7.921  1.017
H  -5.498  7.284  1.510
H  -3.353  5.555  -1.732
H  -2.963  7.299  -1.083
H  -2.590  5.894  -0.211
H  -4.675  4.098  0.208
H  -6.139  5.054  0.621
H  -4.840  3.813  -1.856
H  -6.276  3.235  -1.249
H  -7.535  5.098  -1.357
H  -7.332  4.805  -2.890
H  -5.744  6.075  -4.433
H  -4.563  5.646  -3.345
H  -4.802  7.410  -3.692
H  -7.463  8.476  -3.034
H  -8.181  7.416  -1.927
H  -8.164  6.913  -3.486
H  -6.083  8.845  -1.106
C  -2.320  -4.247  -8.584
O  -2.252  -3.992  -9.992
C  -2.273  -2.606  -10.312
C  -1.821  -2.567  -11.837
N  -2.849  -3.001  -12.714
C  -2.448  -3.567  -14.042
C  -1.715  -4.914  -13.999
O  -2.482  -5.809  -13.236
C  -1.822  -6.989  -12.786
H  -1.361  -3.965  -8.152
H  -2.339  -5.322  -8.405
H  -3.177  -3.828  -8.056
H  -1.514  -2.099  -9.716
H  -3.256  -2.170  -10.135
H  -0.925  -3.183  -11.923
H  -1.547  -1.600  -12.259
H  -3.246  -3.822  -12.280
H  -1.867  -2.805  -14.563
H  -3.337  -3.663  -14.666
H  -0.701  -4.851  -13.604
H  -1.559  -5.399  -14.962
H  -1.335  -7.606  -13.541
H  -2.491  -7.591  -12.170
H  -1.004  -6.788  -12.095
C  -3.489  -2.764  -0.406
O  -2.286  -2.265  -0.076
C  -2.149  -1.991  1.302
C  -0.641  -2.037  1.526
N  0.163  -0.821  1.165
C  1.509  -1.073  1.049
C  2.462  0.060  0.855
O  2.851  0.194  -0.532
C  4.045  0.952  -0.766
H  -3.502  -3.848  -0.290
H  -3.672  -2.503  -1.449
H  -4.316  -2.311  0.141
H  -2.604  -2.775  1.908
H  -2.414  -1.006  1.687
H  -0.280  -3.043  1.314
H  -0.520  -2.131  2.606
H  -0.346  -0.486  0.359
H  1.733  -1.855  0.323
H  1.791  -1.564  1.980
H  3.385  -0.220  1.363
H  2.246  1.048  1.262
H  4.852  0.464  -0.219
H  3.981  1.952  -0.337
H  4.083  1.070  -1.849
C  -3.634  14.230  -4.246
O  -2.636  13.260  -4.402
C  -2.661  12.260  -5.384
C  -1.313  11.383  -5.138
N  -0.768  10.827  -6.398
C  0.576  10.221  -6.398
C  0.625  9.010  -5.446
O  -0.062  7.930  -6.058
C  0.010  6.561  -5.482
H  -3.651  14.705  -3.265
H  -4.609  13.748  -4.316
H  -3.390  14.961  -5.016
H  -2.766  12.800  -6.325
H  -3.506  11.633  -5.100
H  -1.678  10.534  -4.561
H  -0.618  11.804  -4.410
H  -1.253  9.943  -6.450
H  1.328  10.936  -6.067
H  0.952  9.943  -7.382
H  0.170  9.286  -4.495
H  1.697  8.816  -5.398
H  0.959  6.155  -5.134
H  -0.361  5.798  -6.166
H  -0.565  6.476  -4.560